The following is a quantum chemistry calculation of a cluster of 2 separate species, CH6OS in total, from the OMol25 dataset.

Values from the calculation:
Gap between HOMO and LUMO, Eh: 0.3673
Lowest unoccupied orbital energy, Ha: 0.0265
Structure (SMILES): CS.O
Total energy, Eh: -515.0802

Element x y z (Å)
1 C 1.094 -0.719 -1.473
2 S 0.304 -0.719 0.320
3 H 1.896 -1.548 -1.345
4 H 1.622 0.353 -1.517
5 H 0.241 -0.961 -2.098
6 H -0.489 -1.858 0.453
7 H -0.864 1.324 1.017
8 H -1.862 2.307 1.581
9 O -1.496 2.025 0.704

---

The following is a quantum chemistry calculation of a structure of composition H5NP2S2, from the OMol25 dataset.

Values from the calculation:
Gap between HOMO and LUMO, Eh: 0.3134
Lowest unoccupied orbital energy, Ha: 0.0208
Total energy, Eh: -1536.8014

Element x y z (Å)
1 N 0.099 -0.228 -0.987
2 P 1.593 0.484 -0.749
3 P -0.954 0.002 0.202
4 S -2.796 -0.674 -0.132
5 S 2.644 -0.933 0.260
6 H -2.309 -1.803 -0.489
7 H 2.017 0.198 -2.063
8 H -0.656 -0.463 1.463
9 H -1.170 1.378 0.593
10 H 3.527 -0.253 1.025

---

The following is a quantum chemistry calculation of the molecule C3H5BrN2, from the OMol25 dataset.

Values from the calculation:
Gap between HOMO and LUMO, Eh: 0.3242
Lowest unoccupied orbital energy, Ha: 0.0320
Total energy, Eh: -2800.7417

Element x y z (Å)
1 C 0.206 -0.726 -0.191
2 C -0.530 -0.226 1.107
3 C 0.691 0.421 -0.994
4 N -0.944 1.117 0.933
5 N -0.586 1.807 0.061
6 Br 0.232 0.537 -2.821
7 H 1.030 -1.358 0.143
8 H -0.499 -1.329 -0.765
9 H -1.397 -0.847 1.337
10 H 0.131 -0.228 1.981
11 H 1.667 0.832 -0.791